No. 1
{
  "formula": "C58H71Ge2N6O6RuSi3",
  "method": "ωB97M-V/def2-TZVPD",
  "homo_energy_ev": [-11.610, -11.606],
  "charge": 2,
  "s_squared": 0.79,
  "fmax_ev_per_a": 3.26,
  "spin_multiplicity": 2,
  "e_lumo_ev": [-5.755, -8.983],
  "species": ["H", "C", "H", "H", "C", "H", "C", "H", "H", "H", "C", "H", "N", "H", "H", "H", "H", "C", "H", "H", "C", "N", "H", "C", "C", "C", "H", "H", "H", "H", "H", "H", "C", "H", "C", "O", "H", "N", "H", "C", "H", "C", "H", "C", "H", "C", "C", "H", "C", "C", "H", "H", "H", "H", "H", "O", "C", "H", "N", "C", "H", "H", "O", "H", "H", "C", "H", "H", "C", "C", "C", "H", "C", "C", "N", "N", "H", "C", "H", "H", "H", "H", "H", "H", "C", "H", "H", "Si", "Si", "C", "H", "H", "H", "H", "H", "C", "H", "H", "H", "O", "Ge", "H", "C", "H", "C", "C", "C", "H", "C", "C", "H", "C", "C", "C", "Ru", "C", "C", "O", "C", "C", "H", "Ge", "C", "C", "C", "H", "C", "C", "H", "H", "C", "C", "C", "O", "C", "C", "C", "C", "C", "C", "H", "H", "H", "H", "C", "Si", "H"],
  "positions_angstrom": [[-9.21252, 0.99181, -0.64425], [-6.62171, -0.46897, 1.00461], [3.01317, 2.23434, -2.49511], [3.75145, 3.46110, 2.51515], [-3.06789, 10.99877, -0.14596], [0.24364, -5.28844, -2.57683], [1.07274, -2.28526, 0.99005], [3.33039, 1.06070, -3.77004], [-6.53944, -6.08517, 0.46864], [-1.10752, -0.79827, 4.17808], [-0.41093, 10.23035, -0.43094], [2.90053, -1.97021, -1.01557], [1.17416, 2.41345, -0.43682], [-8.71309, 0.33358, 3.56127], [0.63206, 9.95290, -0.54680], [-6.24784, -6.56145, 2.87763], [0.20502, -1.49061, -3.78138], [4.54997, -1.44532, 2.36382], [2.23254, -3.75438, -2.43978], [1.55984, -3.66599, 2.40174], [2.49070, 2.59660, -0.45352], [0.63442, -2.01733, -0.23119], [3.55382, 0.59768, -2.07503], [3.84146, 2.42771, 2.85691], [-1.12868, 7.82471, -0.48014], [-1.38566, 5.70130, -0.51675], [-1.05791, -6.14023, -0.07846], [-3.09352, 0.78872, -0.26610], [-4.10569, 11.28492, -0.04488], [0.36894, 2.97882, -3.09128], [1.05872, 0.58152, 4.99870], [-3.00739, -4.82123, 0.76043], [-2.39397, 0.92934, 4.19766], [1.33947, 3.95599, 2.56955], [-0.72980, 11.56226, -0.31687], [-1.84238, -1.04369, -0.21827], [4.55387, -1.71204, -1.57785], [0.12508, 7.27089, -0.46905], [-6.53697, -0.72904, 3.14251], [-8.34651, 0.24775, 2.54537], [-1.89333, 1.39842, 5.03720], [-5.73544, -4.10014, 0.60742], [1.96852, -1.57117, -3.70575], [-1.04650, 3.31544, -0.42219], [-7.05495, -0.08890, -1.07855], [-3.58898, 13.75070, 0.18655], [-2.14611, -0.99021, -1.43706], [6.35696, -0.06474, -0.33580], [-5.01103, -3.40908, 2.79011], [-6.10586, -5.33606, 1.12032], [-5.05086, 1.39392, 2.15220], [-3.51115, 8.90444, -0.25458], [-5.88225, -3.89656, -0.44930], [0.29558, 2.06280, -4.60565], [-10.07350, 1.17402, 1.66800], [1.52373, -1.36480, 1.75313], [0.37019, 3.51836, -0.43157], [2.67024, -5.38172, -2.95191], [1.14439, -3.54268, 1.48856], [-2.73956, 9.66133, -0.26911], [4.21467, -2.97347, -0.39411], [-3.41753, -1.46980, -3.02245], [-0.42759, -2.78920, -2.07712], [0.63379, 3.33504, 4.06013], [-1.69657, -5.06684, -1.32706], [0.90658, -5.31494, -1.71343], [4.17429, 3.92947, -0.45853], [-4.00496, 4.96196, -0.63641], [-4.66474, -1.24042, -1.24457], [-4.17892, 0.91395, 2.58107], [-2.05882, 11.96358, -0.16314], [-2.33116, -1.91057, 2.35149], [-9.10478, 0.72689, 1.48301], [-7.39606, 0.00840, -0.05322], [-2.05902, 6.88235, -0.51680], [-1.47607, 2.04817, -0.32864], [4.34283, 2.44363, 3.82874], [1.11880, -0.91404, -3.90713], [2.99402, -4.88334, -1.28987], [2.75128, 5.95541, -0.47724], [-5.48909, -1.86343, -1.59246], [1.18457, -0.58178, -4.94844], [3.69638, -2.01418, 2.73155], [5.22575, 1.27935, -0.48533], [2.28464, -4.79773, -2.11697], [3.10653, 1.70463, -0.46318], [4.77600, -0.66161, 3.09080], [2.13468, 1.65277, 3.03112], [1.13986, 0.60141, -2.82855], [-7.11733, -0.35239, 2.30589], [-1.55807, -4.44218, 1.68410], [-3.81522, 2.52081, 3.95971], [2.29612, -0.47727, 4.32259], [6.03123, 0.95733, 1.05970], [-0.02226, 2.82318, 2.49855], [2.30336, 4.96902, -0.46228], [-0.95813, 1.83726, -3.38504], [-5.22686, -4.86051, 4.35594], [-3.50441, 14.82314, 0.31995], [-2.26406, 13.27928, -0.03810], [-4.84103, -1.32157, 0.75790], [0.03399, 12.32948, -0.34174], [3.09460, 3.85259, -0.45452], [-3.22574, -2.76642, -1.82217], [3.94362, -1.96151, -0.70663], [-2.01666, -4.37209, 0.69333], [2.93070, 1.18158, -2.75685], [2.76608, 0.92618, 5.28889], [0.90582, 4.82881, -0.45927], [-3.36924, -1.69200, -1.95722], [4.49670, 1.90701, 2.15623], [-1.41234, 9.25361, -0.40291], [-8.62728, 0.61536, 0.18644], [0.10861, 2.01146, -3.52699], [-0.07158, 0.41436, -0.72363], [-3.32070, 4.12637, -0.55545], [-3.48860, 1.54871, 3.60966], [-1.47212, -0.24083, -2.21132], [-2.77627, 1.81215, -0.36968], [-5.93320, -5.60859, 2.47119], [0.98748, -6.34523, -1.36892], [1.75621, 0.34322, 0.86645], [-5.18068, -3.12489, 1.43592], [-0.02028, 5.90479, -0.48319], [-5.37329, -4.64894, 3.30371], [0.98834, 7.78506, -0.43814], [-3.78254, -0.34146, 2.12325], [2.05166, 0.56355, 4.54575], [-4.59266, -2.65763, 3.45118], [-4.88638, -0.21222, -1.54062], [0.97296, -4.70366, 0.71289], [0.10746, -3.04745, -1.02965], [-1.96366, -0.30649, 3.72791], [1.35966, -5.75662, 1.13336], [-2.65706, -0.93606, 2.70120], [-1.93850, 4.38352, -0.50399], [0.89776, 3.06902, 3.03190], [-3.73923, 2.81941, -0.49227], [5.57052, 0.49040, 0.18747], [-1.18518, -5.09612, -0.36406], [5.41137, -2.11933, 2.31627], [-4.78912, 2.55319, -0.51188], [-2.14169, -3.31689, 0.43811], [-4.01702, 13.30572, 1.08689], [0.23654, -4.50374, -0.58586], [4.23550, -0.73108, 0.67337], [-4.23420, 13.54180, -0.66887]],
  "atomic_forces_ev_per_a": [[0.0, 0.0, 0.0], [0.3, -0.1, -0.2], [0.1, -0.1, -0.4], [0.0, 0.0, 0.0], [-0.6, -1.1, -0.1], [-0.1, 0.0, 0.0], [0.1, 0.1, -0.4], [0.0, -0.1, 0.1], [0.0, 0.0, 0.0], [0.0, 0.0, 0.0], [0.6, 1.0, 0.0], [0.1, 0.0, 0.0], [-1.0, -0.1, -1.0], [0.0, 0.0, 0.0], [-0.1, 0.1, 0.0], [0.1, 0.0, 0.0], [0.0, 0.1, 0.0], [-0.1, 0.0, 0.1], [0.1, 0.0, 0.0], [0.0, 0.0, 0.0], [0.1, 0.4, 0.3], [-0.3, 0.6, -0.7], [0.0, -0.1, -0.2], [0.1, 0.0, 0.1], [-0.1, 1.4, 0.1], [-1.4, 0.8, 0.0], [0.1, 0.0, -0.1], [0.1, -0.1, 0.0], [0.1, 0.0, 0.0], [0.1, 0.0, 0.0], [0.0, 0.0, -0.1], [0.0, 0.0, 0.0], [0.0, 0.0, 0.0], [0.0, 0.0, 0.0], [1.3, -0.6, -0.2], [0.6, 0.5, 0.1], [0.0, 0.0, 0.0], [0.7, -0.5, 0.0], [0.0, 0.0, 0.0], [0.1, -0.1, 0.0], [0.0, 0.0, -0.1], [0.1, 0.0, 0.0], [0.0, 0.0, 0.0], [-0.4, 0.0, 0.1], [0.0, 0.0, 0.0], [-0.6, 0.3, 0.1], [-0.5, 0.2, -0.4], [0.0, 0.1, 0.0], [0.1, -0.1, -0.1], [-0.1, 0.0, -0.1], [0.0, 0.0, 0.0], [0.0, 0.0, 0.0], [0.0, -0.1, 0.0], [0.0, 0.2, 0.0], [0.0, 0.0, 0.0], [-0.6, -0.4, 0.2], [0.8, 0.2, 0.0], [0.0, 0.0, 0.0], [0.0, -0.4, -0.1], [-1.1, 0.9, 0.1], [0.0, 0.0, -0.1], [-0.1, -0.2, 0.0], [-0.1, -0.2, -0.2], [-0.1, 0.1, -0.1], [0.0, 0.0, 0.0], [0.3, 0.2, 0.0], [-0.1, -0.1, 0.0], [0.0, -0.1, 0.0], [0.9, 0.0, 0.4], [0.1, 0.0, 0.0], [-0.5, 1.4, 0.2], [0.0, 0.1, 0.0], [0.0, 0.0, 0.0], [0.0, 0.1, 0.2], [-0.1, -1.0, 0.0], [0.7, -1.1, -1.2], [0.0, 0.0, -0.1], [-0.2, -0.1, 0.2], [0.0, 0.0, -0.1], [0.0, 0.0, 0.0], [-0.1, 0.1, 0.0], [0.1, 0.0, 0.0], [0.1, 0.0, 0.0], [0.1, -0.1, 0.0], [-0.1, -0.1, 0.1], [-0.1, 0.2, 0.1], [0.0, 0.0, 0.0], [-0.4, -0.2, -1.3], [-0.6, 0.3, -0.2], [-0.2, 0.1, -0.1], [0.0, 0.0, 0.0], [0.0, 0.0, 0.0], [0.0, 0.1, 0.0], [0.0, 0.0, -0.1], [-0.1, -0.1, 0.1], [0.0, 0.2, 0.0], [0.0, -0.1, 0.0], [0.0, 0.0, 0.0], [0.0, 0.0, 0.0], [0.5, -1.4, -0.2], [-1.2, 0.2, 0.3], [0.0, -0.1, 0.0], [0.0, 0.2, 0.2], [0.1, 0.0, 0.0], [0.2, -0.2, 0.1], [0.1, -0.1, -0.1], [0.0, -0.1, -0.2], [0.0, 0.0, 0.0], [0.5, -0.6, 0.1], [-0.1, 0.0, 0.2], [-0.1, 0.0, 0.1], [0.6, -1.8, -0.1], [0.0, -0.1, 0.0], [0.1, -0.1, -0.4], [1.0, 0.4, 1.8], [0.3, 0.0, 0.0], [0.0, 0.0, -0.1], [-0.5, 0.1, 0.0], [-0.5, 0.0, 0.2], [0.0, 0.0, 0.0], [-0.1, 0.0, 0.0], [1.4, -0.9, 2.8], [0.3, 0.1, -0.2], [0.5, 0.9, 0.0], [-0.1, 0.0, 0.0], [0.1, 0.0, 0.0], [0.3, -0.2, -0.5], [-0.1, -0.1, 0.0], [0.0, -0.1, 0.0], [-0.1, 0.0, 0.0], [0.1, 0.4, 0.1], [0.4, 0.1, 0.6], [-0.1, -0.1, 0.0], [0.0, -0.2, 0.0], [0.0, 0.1, 0.0], [-0.5, -0.2, 0.0], [-0.1, 0.1, 0.3], [0.2, 0.2, 0.1], [0.2, -0.1, 0.1], [-0.1, 0.2, 0.2], [0.0, 0.1, 0.0], [0.1, 0.0, 0.0], [0.0, 0.0, 0.1], [0.1, 0.0, 0.0], [-0.2, -0.3, -0.2], [-1.3, 0.8, -0.7], [0.1, 0.0, 0.0]]
}


No. 2
{
  "formula": "C5H11N",
  "method": "ωB97M-V/def2-TZVPD",
  "homo_energy_ev": -8.162,
  "e_above_lowest_kj_mol": 242.0,
  "fmax_ev_per_a": 3.87,
  "e_lumo_ev": 1.032,
  "species": ["C", "H", "H", "C", "C", "H", "H", "C", "N", "H", "H", "H", "H", "H", "H", "H", "C"],
  "positions_angstrom": [[-0.88126, 3.60151, 0.71892], [-1.46748, 1.79679, -0.31601], [1.22733, -4.30989, -2.48279], [1.04162, -3.47445, -0.56119], [-0.85940, 3.47946, 2.03484], [-2.75655, 2.93971, -0.02595], [0.47920, -3.83393, 0.30713], [-1.72033, 2.85889, -0.28635], [2.25489, -2.89371, -0.30427], [-1.54935, 3.31999, -1.25843], [2.73089, -2.95699, 0.57287], [-0.22695, 4.38763, 0.34984], [-0.34962, -4.67567, -1.37797], [-1.10597, 2.60287, 2.63470], [2.88406, -2.76030, -1.07711], [-0.34461, 4.21206, 2.64334], [0.64354, -4.29399, -1.57156]],
  "atomic_forces_ev_per_a": [[0.0, 0.4, 0.1], [0.0, 0.0, -0.2], [-0.5, -0.4, -0.4], [-0.1, -3.8, 1.0], [0.8, -0.6, 0.9], [-0.6, 0.1, 0.1], [0.1, 1.4, 0.4], [1.1, -0.1, 0.1], [0.3, 1.1, -0.9], [-0.2, -0.3, -0.1], [-0.4, -0.1, 0.3], [-0.5, 0.3, -0.3], [0.1, -0.4, -0.9], [-0.9, 0.1, -0.4], [0.0, -0.1, -0.1], [0.3, 0.1, -0.2], [0.5, 2.3, 0.5]]
}